No. 1
79
Properties=species:S:1:pos:R:3 method="wB97M-V/def2-TZVPD" max_force_ha_per_bohr=0.08581 e_homo_ha=-0.209 e_lumo_ha=-0.028
Hg 0.288 -0.876 -2.283
C -1.066 1.418 -2.930
C -1.143 1.509 -1.365
C -2.199 0.679 -0.652
C -2.636 -0.743 -1.115
C -1.692 -1.614 -1.889
C -1.475 -1.504 -3.302
C -2.248 -0.541 -4.160
C -2.332 0.902 -3.643
C 1.880 -1.558 -1.016
H -0.940 2.472 -3.261
H -1.482 2.563 -1.216
H -3.116 1.292 -0.659
H -1.950 0.614 0.415
H -2.876 -1.301 -0.190
H -3.602 -0.653 -1.645
H -1.624 -2.626 -1.464
H -1.216 -2.446 -3.796
H -3.262 -0.939 -4.306
H -1.789 -0.530 -5.160
H -2.501 1.571 -4.501
H -3.210 1.021 -3.002
H 1.849 -2.650 -0.900
H 1.736 -1.066 -0.046
H 2.858 -1.268 -1.415
P 0.374 2.176 -0.189
P 0.424 -1.356 2.734
C 0.728 0.847 0.964
C -0.089 0.166 1.843
C 0.844 3.735 0.665
C -0.025 4.842 0.742
C 0.412 6.032 1.333
C 1.697 6.122 1.881
C 2.570 5.029 1.810
C 2.145 3.837 1.213
C 1.643 2.024 -1.503
C 1.765 0.848 -2.242
C 2.663 0.732 -3.275
C 3.416 1.857 -3.658
C 3.261 3.071 -2.984
C 2.380 3.158 -1.909
C -0.288 -1.506 4.412
C -0.080 -0.441 5.323
C -0.416 -0.583 6.670
C -0.989 -1.772 7.138
C -1.247 -2.811 6.238
C -0.890 -2.692 4.893
C -0.270 -2.765 1.824
C 0.625 -3.677 1.227
C 0.135 -4.790 0.557
C -1.239 -5.051 0.500
C -2.126 -4.139 1.083
C -1.651 -2.997 1.735
H 1.818 0.682 1.031
H -1.024 0.615 2.226
H -1.029 4.763 0.319
H -0.250 6.898 1.366
H 2.030 7.045 2.359
H 3.588 5.103 2.207
H 2.847 2.998 1.143
H -0.156 0.986 -3.401
H 2.771 -0.202 -3.839
H 4.093 1.770 -4.505
H 3.838 3.948 -3.285
H 2.255 4.111 -1.392
H 0.342 0.497 4.960
H -0.242 0.242 7.364
H -1.246 -1.880 8.195
H -1.737 -3.718 6.594
H -1.095 -3.521 4.214
H 1.699 -3.495 1.296
H 0.825 -5.479 0.072
H -1.616 -5.959 0.010
H -3.200 -4.324 1.035
H -2.359 -2.312 2.210
F 0.813 -4.052 -3.370
C 1.332 -2.826 -3.693
F 2.682 -2.942 -3.638
F 1.001 -2.567 -5.003

No. 2
120
Properties=species:S:1:pos:R:3 method="wB97M-V/def2-TZVPD" max_force_ha_per_bohr=0.30426 multiplicity=2 e_homo_ha="-0.446 / -0.446" e_lumo_ha="-0.144 / -0.378" charge=+1 s_squared=0.756
H 0.497 -5.932 3.056
H 1.756 -5.332 2.168
O 1.006 -5.872 2.198
H 1.065 -1.345 4.871
H 1.150 0.038 4.088
O 0.521 -0.615 4.512
H 3.101 0.815 -4.401
H 2.878 -0.427 -5.122
O 3.585 0.331 -5.140
H 5.557 -1.847 0.348
H 4.458 -0.983 -0.387
O 5.154 -1.024 0.102
H -1.445 -0.464 0.363
H -1.835 -1.618 1.007
O -1.316 -1.336 0.334
H -4.197 -1.242 -3.360
O -3.660 -0.742 -2.810
H 3.507 3.775 2.732
O 2.471 3.931 2.830
H 1.225 -1.791 -4.148
H 1.121 -0.442 -4.987
O 1.645 -1.318 -4.901
H -1.114 1.470 -2.656
H -0.444 2.662 -2.016
O -1.109 2.536 -2.765
H -4.111 -1.095 1.462
H -3.000 -0.892 2.760
O -3.781 -1.312 2.443
H 1.634 6.105 2.283
H 0.746 5.778 1.282
O 1.444 6.219 1.521
H -3.051 -3.471 2.151
O -2.222 -3.546 2.720
H 2.593 -2.483 -0.710
H 1.983 -2.244 0.688
O 2.844 -2.445 0.180
H 0.698 1.525 -4.021
H 2.098 2.023 -3.338
O 1.556 2.006 -4.098
H -5.520 2.689 -1.840
H -6.271 1.793 -2.683
O -5.529 2.481 -2.739
H 3.447 -4.292 -3.650
H 4.287 -3.351 -3.099
O 4.013 -4.388 -2.836
H -0.698 3.457 5.805
H -1.688 2.749 5.042
O -1.485 3.671 5.494
H 4.168 1.251 0.795
H 4.889 0.887 2.009
O 4.466 1.613 1.569
H -4.843 -2.709 0.681
O -4.743 -1.888 0.148
H 3.393 -0.558 2.396
H 4.121 -1.740 1.665
O 3.756 -1.438 2.434
H 1.826 -2.016 2.729
O 1.052 -1.964 2.195
H -2.207 -3.421 0.545
H -2.438 -3.539 -1.169
O -2.702 -3.464 -0.249
H -1.397 -2.005 -1.624
H -0.424 -3.293 -2.161
O -1.247 -2.797 -2.177
H 0.585 1.973 -0.402
H -0.052 3.083 0.506
O -0.335 2.479 -0.299
H 2.951 1.963 3.402
H 2.144 0.612 2.899
O 2.629 0.924 3.631
H -2.991 -4.112 -4.519
H -2.726 -2.642 -4.033
O -3.374 -3.137 -4.574
H 1.523 1.441 -6.666
H 0.061 1.872 -6.272
O 0.500 1.047 -6.281
H -1.153 4.238 -1.844
H -0.549 5.624 -1.933
O -0.646 4.819 -1.236
H -0.689 -2.950 6.271
H -0.457 -3.601 4.886
O -1.041 -2.932 5.388
H 0.804 -0.373 1.769
H 0.550 1.163 2.528
O 0.958 0.559 1.856
H -3.023 0.870 5.774
H -1.469 1.237 5.528
O -2.308 1.382 5.964
H 0.345 -5.516 -1.762
O 0.778 -5.113 -2.499
H 2.749 2.882 -1.756
H 1.813 3.612 -2.399
O 1.732 3.254 -1.572
H -3.804 -1.970 0.017
H -4.277 -0.278 -2.350
H 0.174 -2.277 2.470
H 2.344 3.095 2.431
H -2.673 -3.746 3.609
H 1.716 -5.203 -2.336
O -5.174 2.683 1.306
H -6.056 2.315 1.273
H -4.326 2.093 1.174
O 2.999 -1.111 -1.872
H 2.333 -0.601 -1.344
H 3.818 -0.535 -1.670
O -1.222 5.103 1.902
H -1.750 4.805 2.559
H -1.407 4.804 1.093
O 0.552 -3.836 0.788
H 0.927 -4.610 0.783
H -0.229 -3.789 0.349
O -2.967 0.959 -0.653
H -2.912 0.897 -1.624
H -2.237 1.490 -0.332
O -3.633 5.405 -0.518
H -4.443 4.724 -0.491
H -3.307 5.070 -1.421
O 4.014 0.937 -2.486
H 4.697 1.588 -2.517
H 4.300 0.213 -3.016

No. 3
12
Properties=species:S:1:pos:R:3 method="wB97M-V/def2-TZVPD" smiles="O=C[C@H]1CCO1" max_force_ha_per_bohr=0.01078 e_homo_ha=-0.357 e_lumo_ha=0.029
O -1.932 1.638 1.028
C -0.995 0.907 1.240
C -0.623 -0.239 0.325
C 0.045 0.169 -1.003
C 1.257 -0.590 -0.445
O 0.554 -0.920 0.767
H -0.325 1.031 2.118
H -1.484 -0.913 0.227
H 0.176 1.244 -1.145
H -0.415 -0.262 -1.894
H 2.149 0.016 -0.244
H 1.549 -1.489 -1.000

No. 4
16
Properties=species:S:1:pos:R:3 method="wB97M-V/def2-TZVPD" max_force_ha_per_bohr=0.13763 e_homo_ha=-0.393 e_lumo_ha=-0.001
C -0.610 0.044 0.214
C -0.630 1.410 0.929
C 0.580 -0.130 -0.792
C 2.013 -0.420 -0.418
H -2.177 0.214 -1.172
H -1.754 -1.406 -1.132
H -0.410 -0.556 1.176
H 0.646 1.020 -1.229
H 0.158 -0.920 -1.536
H 2.952 -1.858 0.608
H -2.391 0.676 1.615
N -1.968 -0.374 -0.377
O 0.369 2.133 0.868
O 3.036 -0.062 -1.136
O 1.984 -1.392 0.617
O -1.800 1.621 1.765

No. 5
146
Properties=species:S:1:pos:R:3 method="wB97M-V/def2-TZVPD" max_force_ha_per_bohr=0.09229 e_homo_ha=-0.341 e_lumo_ha=0.009
C 3.963 -3.136 0.484
C 3.132 -3.509 1.706
O 3.986 -3.901 2.810
C 3.495 -4.618 3.759
O 2.417 -5.000 3.984
C 4.649 -5.114 4.604
F 5.037 -6.380 4.383
F 5.775 -4.427 4.483
F 4.309 -5.044 5.925
H 4.677 -2.374 0.708
H 3.286 -2.723 -0.289
H 4.435 -4.054 0.112
H 2.471 -4.351 1.450
H 2.441 -2.734 2.052
C -0.333 2.843 -1.412
C -1.214 3.839 -2.224
O -0.587 4.234 -3.427
C -0.701 3.334 -4.376
O -1.144 2.267 -4.393
C -0.175 3.994 -5.700
F -1.150 4.950 -6.019
F 0.934 4.711 -5.588
F -0.084 3.164 -6.693
H -0.390 1.940 -2.027
H -0.738 2.626 -0.452
H 0.752 3.155 -1.341
H -1.167 4.821 -1.736
H -2.259 3.510 -2.312
C 0.235 1.830 2.183
C -1.047 1.020 1.878
O -0.901 0.166 0.729
C -0.167 -0.931 0.880
O 0.513 -1.329 1.784
C -0.070 -1.615 -0.528
F -0.072 -2.974 -0.485
F -1.037 -1.280 -1.407
F 1.078 -1.275 -1.127
H 1.025 1.069 2.331
H -0.003 2.539 2.961
H 0.608 2.383 1.323
H -1.869 1.591 1.512
H -1.377 0.415 2.743
C -2.492 4.436 1.066
O -1.295 4.671 1.292
N -3.487 5.014 1.723
C -4.867 4.620 1.439
C -3.217 5.635 3.006
H -2.869 3.741 0.247
H -5.518 5.501 1.410
H -5.301 3.912 2.145
H -4.924 4.028 0.499
H -2.148 5.889 2.914
H -3.910 6.439 3.158
H -3.357 4.921 3.833
C -4.933 -3.209 1.040
O -6.037 -2.748 1.153
N -4.104 -3.474 2.108
C -2.784 -4.080 1.877
C -4.543 -3.127 3.482
H -4.492 -3.468 0.073
H -2.623 -4.195 0.818
H -2.704 -5.038 2.358
H -1.962 -3.491 2.270
H -3.721 -2.455 3.771
H -5.441 -2.595 3.302
H -4.647 -3.985 4.134
C 3.074 1.662 4.900
C 4.135 0.618 4.682
O 5.276 0.747 5.074
C 3.733 -0.647 3.862
H 2.144 1.222 5.204
H 2.906 2.242 3.960
H 3.322 2.356 5.689
H 4.408 -1.398 4.270
H 3.777 -0.458 2.815
H 2.735 -0.981 4.136
C 4.323 1.503 -1.141
C 3.935 0.932 0.166
O 3.072 0.134 0.422
C 4.862 1.535 1.246
H 3.746 0.934 -1.871
H 5.412 1.289 -1.290
H 4.156 2.581 -1.029
H 5.896 1.168 1.292
H 4.391 1.419 2.217
H 4.824 2.623 1.025
C 1.879 5.369 0.833
C 2.078 4.726 2.151
O 2.784 3.731 2.296
C 1.183 5.292 3.252
H 2.340 6.378 0.873
H 0.822 5.449 0.690
H 2.356 4.729 0.089
H 1.356 4.826 4.255
H 0.171 5.215 2.980
H 1.452 6.332 3.324
C 2.868 1.551 -6.342
C 2.171 0.773 -5.277
O 1.591 1.375 -4.379
C 2.156 -0.722 -5.301
H 2.713 2.600 -6.228
H 2.475 1.260 -7.324
H 3.959 1.475 -6.336
H 3.174 -1.065 -5.534
H 1.401 -1.034 -6.039
H 1.967 -1.136 -4.338
C -1.542 -4.386 -6.860
C -2.188 -3.613 -5.760
O -3.330 -3.822 -5.430
C -1.227 -2.627 -4.971
H -1.898 -4.153 -7.870
H -1.749 -5.478 -6.847
H -0.438 -4.392 -6.830
H -1.698 -2.543 -3.994
H -1.183 -1.601 -5.441
H -0.193 -3.015 -4.881
C -2.280 2.414 5.141
C -3.428 1.926 4.249
O -3.972 2.719 3.487
C -3.920 0.484 4.322
H -2.415 2.056 6.183
H -2.025 3.492 5.172
H -1.371 1.906 4.850
H -3.071 -0.212 4.236
H -4.514 0.293 3.436
H -4.492 0.233 5.246
C -3.738 0.908 -2.704
C -3.739 0.685 -1.209
O -3.585 1.600 -0.436
C -3.903 -0.710 -0.672
H -4.295 0.065 -3.156
H -2.763 0.688 -3.102
H -4.134 1.876 -3.008
H -3.536 -0.775 0.339
H -3.262 -1.321 -1.271
H -4.989 -0.964 -0.686
C 0.760 -6.085 -2.468
C 0.900 -6.725 -3.814
O 0.226 -6.275 -4.771
C 1.925 -7.813 -3.947
H 0.163 -6.709 -1.814
H 0.326 -5.102 -2.499
H 1.684 -6.122 -1.859
H 2.875 -7.313 -3.811
H 1.967 -8.160 -4.949
H 1.671 -8.603 -3.230

No. 6
73
Properties=species:S:1:pos:R:3 method="wB97M-V/def2-TZVPD" max_force_ha_per_bohr=0.09693 multiplicity=2 e_homo_ha="-0.234 / -0.247" e_lumo_ha="-0.029 / -0.031" s_squared=0.827
Ti -0.203 1.077 -0.409
C 1.216 0.893 3.568
C 0.709 1.538 2.298
O 0.843 0.883 1.174
C 0.164 2.793 2.404
C -0.553 3.449 1.435
C -1.235 4.754 1.749
N -0.731 2.913 0.204
N -1.501 3.553 -0.659
C -1.724 2.947 -1.841
O -1.108 1.785 -2.104
C -2.393 3.524 -2.969
C -3.134 4.719 -2.823
C -3.713 5.297 -3.920
C -3.792 4.558 -5.120
C -3.100 3.390 -5.250
C -2.357 2.835 -4.190
H 2.082 1.459 3.993
H 0.393 0.871 4.282
H 1.526 -0.126 3.318
H 0.256 3.271 3.383
H -1.555 5.159 0.721
H -2.165 4.606 2.320
H -0.502 5.398 2.280
H -3.192 5.239 -1.884
H -4.190 6.230 -3.842
H -4.302 4.972 -5.970
H -3.073 2.881 -6.245
H -1.807 1.911 -4.204
Br 4.165 -5.548 3.274
C 2.447 -6.074 2.796
C 2.259 -6.230 1.443
C 0.939 -6.196 0.991
C -0.155 -5.905 1.804
C 0.040 -6.056 3.211
C 1.336 -6.061 3.647
N -1.301 -5.342 1.251
N -1.954 -4.557 2.007
C -2.185 -3.302 1.479
C -2.910 -2.370 2.229
C -2.940 -0.992 1.980
C -2.087 -0.619 0.942
O -1.931 0.657 0.644
C -1.443 -1.544 0.060
N -0.815 -0.927 -1.002
C -0.439 -1.706 -2.049
C -0.541 -3.085 -1.984
C -1.254 -3.715 -0.945
C -1.677 -2.917 0.211
H 3.019 -6.478 0.728
H 0.826 -6.293 -0.112
H -0.791 -6.118 3.937
H 1.438 -5.882 4.687
H -3.492 -2.760 3.049
H -3.450 -0.278 2.620
H -0.023 -1.280 -2.933
H 0.022 -3.672 -2.705
H -1.504 -4.803 -1.023
C 4.920 1.013 -0.344
N 3.557 0.678 -0.640
C 3.316 -0.741 -0.915
C 2.649 1.627 -0.965
C 2.999 3.053 -0.999
O 1.462 1.284 -1.389
H 5.390 0.086 0.028
H 4.887 1.801 0.408
H 5.494 1.377 -1.229
H 3.496 -0.948 -1.975
H 2.254 -0.922 -0.639
H 3.972 -1.306 -0.258
H 3.728 3.280 -1.771
H 3.354 3.422 -0.008
H 2.067 3.571 -1.236

No. 7
22
Properties=species:S:1:pos:R:3 method="wB97M-V/def2-TZVPD" smiles=CCCS.CNC max_force_ha_per_bohr=0.01923 e_homo_ha=-0.299 e_lumo_ha=0.034
C -1.057 1.734 -1.178
C -2.021 0.719 -0.579
C -2.185 0.862 0.927
S -0.707 0.422 1.892
H -1.243 2.715 -0.730
H -1.186 1.812 -2.260
H -0.015 1.479 -0.984
H -2.996 0.800 -1.047
H -1.693 -0.306 -0.786
H -3.000 0.225 1.262
H -2.472 1.896 1.146
H 0.199 0.125 0.846
C 2.519 -1.020 1.133
N 1.581 -0.575 0.101
C 1.108 -1.682 -0.714
H 2.967 -0.158 1.628
H 1.952 -1.563 1.895
H 3.306 -1.645 0.714
H 2.038 0.090 -0.508
H 1.919 -2.323 -1.051
H 0.564 -1.317 -1.585
H 0.424 -2.290 -0.123

No. 8
7
Properties=species:S:1:pos:R:3 method="wB97M-V/def2-TZVPD" smiles="F[C@@H](Cl)C=S" max_force_ha_per_bohr=0.07718 e_homo_ha=-0.338 e_lumo_ha=-0.027
F -0.955 1.513 -0.255
C -0.591 0.370 0.377
Cl -1.578 -1.061 -0.067
C 0.768 -0.160 -0.349
S 2.328 -0.360 -0.006
H -0.354 0.456 1.477
H 0.381 -0.757 -1.175

Please write out number 8 again, unchanged.
7
Properties=species:S:1:pos:R:3 method="wB97M-V/def2-TZVPD" smiles="F[C@@H](Cl)C=S" max_force_ha_per_bohr=0.07718 e_homo_ha=-0.338 e_lumo_ha=-0.027
F -0.955 1.513 -0.255
C -0.591 0.370 0.377
Cl -1.578 -1.061 -0.067
C 0.768 -0.160 -0.349
S 2.328 -0.360 -0.006
H -0.354 0.456 1.477
H 0.381 -0.757 -1.175